The molecule C17H31N3O3. Source: OMol25; level of theory: ωB97M-V/def2-TZVPD.

Each line ends with the Mulliken charge.
CARTESIAN COORDINATES (ANGSTROEM)
O  0.3245  0.2184  4.2436  -0.657
O  -2.4115  -2.8288  1.9677  -0.439
O  2.1927  -0.2120  0.1748  -0.894
N  0.6353  0.6315  -1.2398  0.132
N  0.6268  1.1891  1.0008  0.393
N  1.4277  -1.0418  2.7166  0.013
C  -0.5066  2.0868  0.8807  -0.736
C  1.2190  0.5115  -0.0188  0.522
C  -0.1645  1.2225  -4.7655  -0.833
C  0.2478  -0.7309  -3.2467  -0.888
C  0.8024  2.0711  -3.9454  -0.502
C  -2.8430  -2.0003  0.9166  -0.672
C  1.1088  -2.3315  3.2827  -0.963
C  0.7079  2.6089  2.8735  -0.943
C  -0.7069  2.6168  2.3000  -0.800
C  -1.3646  -2.3129  2.7687  -0.200
C  1.8701  1.1935  -3.2963  -0.987
C  0.9467  0.1089  3.2048  0.113
C  1.2826  1.3174  2.3011  -0.067
C  -0.8154  0.1553  -3.8908  -0.487
C  -0.0259  -3.0133  2.5128  -0.349
C  -1.8438  -1.8556  -0.2306  -0.294
C  1.2536  0.0866  -2.4317  -0.458
H  -1.6554  -2.4712  3.8135  0.388
H  0.2043  -2.9957  1.4460  0.190
H  -1.5645  -2.8385  -0.6027  0.425
H  0.8129  -2.1699  4.3222  0.403
H  -0.9461  -1.3342  0.0941  -0.301
H  -0.2220  -1.4729  -2.6004  0.229
H  2.0491  -0.5713  -2.0659  0.508
H  2.0065  -2.9541  3.2538  0.382
H  -0.9316  1.8584  -5.2125  0.371
H  1.8920  -1.0126  1.8090  0.279
H  -0.1077  -4.0556  2.8220  0.362
H  -1.2605  -1.2343  2.6099  -0.040
H  -1.4208  0.6339  -3.1171  0.262
H  -3.1023  -1.0024  1.3059  0.314
H  2.4716  0.7244  -4.0768  0.433
H  -1.3894  1.5545  0.5115  0.321
H  -1.1669  3.6025  2.3101  0.439
H  0.3825  0.7375  -5.5768  0.323
H  2.3685  1.3459  2.1596  0.428
H  -1.4849  -0.4609  -4.4941  0.365
H  -0.0805  1.3227  -1.3794  0.248
H  1.2760  3.4722  2.5263  0.384
H  0.2474  2.6182  -3.1786  0.235
H  2.5361  1.8018  -2.6808  0.347
H  1.2830  2.8120  -4.5876  0.354
H  -0.2759  2.9143  0.1935  0.460
H  0.7935  -1.2611  -4.0293  0.437
H  -1.3268  1.9293  2.8747  0.293
H  -2.3023  -1.2904  -1.0389  0.392
H  -3.7570  -2.4755  0.5494  0.377
H  0.7076  2.5818  3.9606  0.390

Cartesian forces, eV/Å:
O -0.3 0.0 0.4
O 0.1 -0.2 0.0
O 0.5 -0.1 -0.1
N -0.2 0.2 -0.2
N 0.0 0.1 0.1
N 0.2 -0.3 -0.2
C -0.3 0.2 -0.2
C -0.3 0.0 0.1
C -0.2 0.2 0.2
C -0.1 0.1 0.2
C 0.2 -0.2 -0.2
C -0.1 0.1 -0.2
C -0.2 -0.2 0.0
C 0.0 -0.2 0.0
C 0.1 0.0 -0.1
C 0.2 -0.1 0.0
C -0.1 0.1 0.2
C 0.4 0.3 -0.4
C 0.3 0.0 0.4
C 0.2 -0.2 -0.2
C -0.2 0.2 0.2
C -0.2 -0.1 0.4
C 0.4 -0.4 -0.2
H 0.1 0.1 -0.1
H 0.0 0.0 0.0
H 0.1 -0.1 -0.1
H 0.1 -0.1 0.0
H 0.1 0.1 0.0
H 0.1 -0.1 0.0
H -0.2 0.1 -0.1
H -0.1 0.0 0.1
H 0.0 0.0 -0.1
H -0.1 0.1 0.1
H 0.0 -0.1 0.0
H 0.0 0.0 0.0
H -0.1 0.0 0.0
H 0.0 -0.1 0.0
H 0.1 0.0 -0.1
H 0.0 0.1 0.0
H -0.1 0.0 0.0
H 0.0 0.0 -0.1
H -0.1 0.0 0.0
H -0.1 0.0 0.1
H 0.0 0.0 0.2
H 0.0 0.0 0.0
H 0.0 0.1 0.0
H 0.1 -0.1 0.0
H 0.0 0.1 0.1
H -0.1 -0.1 0.0
H 0.0 -0.1 -0.1
H 0.0 0.0 0.0
H 0.0 0.1 -0.1
H 0.0 0.2 0.0
H 0.0 0.0 0.0

## Properties
- Orbital gap: 9.51 eV
- E_HOMO: -8.95 eV